Version P
{
  "formula": "C6H9N2",
  "method": "ωB97M-V/def2-TZVPD",
  "elements": ["C", "C", "C", "C", "C", "C", "N", "N", "H", "H", "H", "H", "H", "H", "H", "H", "H"],
  "coordinates": [[3.05783, -0.36258, -0.50365], [2.08054, -0.21012, 0.22774], [-1.60116, -1.21508, 0.46717], [-0.77234, 1.04248, -0.77192], [0.76794, -0.08234, 0.76983], [-1.20536, -0.45965, -0.74403], [-0.20108, -1.28704, -0.06824], [0.06447, 1.17036, 0.44926], [3.67366, -0.58842, -1.34185], [-1.57362, -0.75646, 1.52702], [-2.24893, -2.10977, 0.50418], [-0.19788, 1.22708, -1.59303], [-1.55899, 1.68211, -0.63061], [0.57288, -0.37693, 1.88338], [-1.29048, -0.99435, -1.76016], [0.91100, 1.80631, 0.41591], [-0.47848, 1.51438, 1.16901]],
  "charge": 1,
  "lumo_ev": -3.52,
  "homo_energy_ev": -14.1,
  "spin_multiplicity": 1,
  "smiles": "C#C[C@H]1[NH2+]C[C@@H]2CN21"
}

Version Q
{
  "formula": "C6H9N2",
  "method": "ωB97M-V/def2-TZVPD",
  "elements": ["C", "C", "C", "C", "C", "C", "N", "N", "H", "H", "H", "H", "H", "H", "H", "H", "H"],
  "coordinates": [[0.80588, -1.52369, -0.00345], [-0.67393, -1.49985, -0.16174], [1.26738, -0.26483, 0.08592], [-1.15689, -0.24288, -0.09654], [2.63409, 0.39608, -0.03014], [-2.54736, 0.35163, 0.06485], [0.13605, 1.73072, -0.08811], [0.05164, 0.53336, -0.02685], [1.48314, -2.36384, 0.23392], [-1.20133, -2.46572, -0.29420], [2.69983, 0.74719, -1.00931], [3.37433, -0.30455, 0.10096], [2.84209, 1.12080, 0.77891], [-2.61145, 1.19668, 0.75407], [-3.32122, -0.44114, 0.45632], [-3.01172, 0.82050, -0.93602], [-0.77053, 2.20954, 0.17141]],
  "charge": 1,
  "lumo_ev": [-6.48, -6.48],
  "homo_energy_ev": [-13.9, -13.9],
  "spin_multiplicity": 1,
  "smiles": "CC1=CC=C(C)[N+]1=N"
}

Relative energy table, unit eV: version P 1.916; version Q 0.000

Version P
{
  "formula": "H29O14",
  "method": "ωB97M-V/def2-TZVPD",
  "elements": ["O", "H", "O", "H", "H", "O", "H", "H", "O", "H", "H", "O", "H", "H", "O", "H", "H", "O", "H", "H", "O", "H", "H", "O", "H", "H", "O", "H", "H", "O", "H", "H", "O", "H", "H", "O", "H", "H", "O", "H", "H", "H", "H"],
  "coordinates": [[0.90240, -2.33634, -3.42440], [4.68946, 1.88904, 0.17854], [-1.23670, -3.84336, 0.62419], [0.62563, 2.84067, -2.72310], [-2.11322, -4.24379, 0.73118], [-3.62834, 0.78873, -1.38750], [-1.03258, 1.27010, 3.19411], [-3.31190, 1.54593, -1.80693], [0.40189, 2.21378, -2.03308], [-2.72247, 2.62895, 1.53209], [0.72596, 1.32936, -2.34340], [3.28530, 0.77970, 2.78582], [3.99952, 0.31685, 3.15533], [2.59274, 1.00063, 3.41965], [-2.83282, -1.31659, 1.08948], [-0.62866, -2.48079, -2.31835], [-2.31934, 0.59191, 3.51154], [-1.27592, -3.26421, -1.90872], [-2.25320, -3.15893, -2.15296], [-1.17151, -2.94821, 1.08125], [4.06760, 2.32741, -0.32158], [4.53798, 2.98063, -0.84488], [-2.19955, -0.61889, -1.18649], [-3.55207, 2.15914, 1.90465], [1.36770, -2.75752, -2.61837], [1.41981, -1.50887, -3.57564], [2.79208, -0.23406, -1.98932], [3.28598, -0.99506, 1.60194], [-3.90482, 0.96732, -0.50592], [-1.48125, 0.39119, 3.06301], [-2.20516, -0.56674, 1.59630], [-1.44476, -0.18810, -2.54845], [0.22933, 3.84906, 0.77429], [-4.10334, 2.71636, 2.31761], [0.60831, 3.09867, 0.35323], [3.20636, -1.97390, 1.68381], [0.97829, 4.40287, 0.73481], [3.58711, -2.08754, 2.49775], [-1.69120, -0.95817, -1.92898], [2.93160, 0.74849, -1.71107], [-3.41564, -1.24568, 1.87378], [3.48132, -0.69545, -1.59397], [-1.19188, -3.41460, -0.78125]],
  "charge": 1,
  "lumo_ev": -2.59,
  "homo_energy_ev": -13.8,
  "spin_multiplicity": 1
}

Version Q
{
  "formula": "H29O14",
  "method": "ωB97M-V/def2-TZVPD",
  "elements": ["O", "H", "O", "H", "H", "O", "H", "H", "O", "H", "H", "O", "H", "H", "O", "H", "H", "O", "H", "H", "O", "H", "H", "O", "H", "H", "O", "H", "H", "O", "H", "H", "O", "H", "H", "O", "H", "H", "O", "H", "H", "H", "H"],
  "coordinates": [[-4.41154, -0.22096, 0.17386], [1.85829, -0.51901, -2.58969], [-2.32698, 0.38358, 2.19875], [-2.44354, 1.21426, 1.73316], [-0.38023, -3.27745, 2.04212], [2.73924, 1.01322, -0.32849], [1.82395, 3.54506, 3.40613], [3.01642, 0.82018, 0.56808], [0.30149, 0.26325, -1.50619], [0.47842, 1.21054, -1.37118], [-0.24719, 0.24425, -2.32043], [0.54456, 0.26404, 2.71061], [-0.24997, 0.70499, 3.05742], [0.44662, -0.60971, 3.09479], [-2.28127, -0.54401, -2.38118], [-1.06082, -3.94929, 0.94725], [-2.19570, -0.90268, -3.26848], [-0.36962, 0.30937, -4.25199], [-0.36549, -0.63750, -4.39131], [-0.15361, 0.86839, -4.99474], [-0.44523, -0.85706, 0.47893], [-0.02182, -1.74373, 0.55673], [-0.12657, -0.14329, -0.49508], [-3.06976, -2.48475, 2.11174], [-3.78960, -3.06967, 2.39624], [-3.86416, -0.07055, -0.60444], [2.00938, -1.42073, -2.89297], [2.61311, 2.84997, -3.89227], [3.05760, 1.86583, -0.63536], [1.15816, 2.85281, 3.48674], [-2.45687, -1.32898, -1.84988], [4.11820, 1.11232, 2.90942], [4.41876, 0.34110, 2.41289], [-3.51394, -2.16031, 1.31313], [3.58516, -0.10084, 2.21189], [2.59628, 3.20368, -2.98579], [-3.01389, 0.24002, 2.85123], [1.97167, 3.89333, -3.26461], [-0.24400, -3.45772, 1.10162], [2.92877, -1.52877, -2.61653], [-0.11591, -0.29951, 1.23562], [-3.83190, -0.18950, 0.93957], [1.31354, 2.31581, 2.70271]],
  "charge": 1,
  "lumo_ev": -2.96,
  "homo_energy_ev": -13.9,
  "spin_multiplicity": 1
}

Version R
{
  "formula": "H29O14",
  "method": "ωB97M-V/def2-TZVPD",
  "elements": ["O", "H", "O", "H", "H", "O", "H", "H", "O", "H", "H", "O", "H", "H", "O", "H", "H", "O", "H", "H", "O", "H", "H", "O", "H", "H", "O", "H", "H", "O", "H", "H", "O", "H", "H", "O", "H", "H", "O", "H", "H", "H", "H"],
  "coordinates": [[-2.73610, 2.25714, -1.94972], [-0.15384, 1.23293, 2.90269], [0.29951, -0.70735, -0.19765], [1.78477, 2.69928, -1.92569], [-0.02906, -0.26494, 0.57738], [-2.82933, 2.70228, 0.42063], [2.65636, -1.80518, -3.66198], [-3.26869, 2.34119, 1.20206], [1.00814, 2.24704, -2.27959], [-2.77082, 0.27719, 3.04167], [0.89678, 2.74290, -3.10035], [3.34184, 0.73195, 2.77180], [3.88515, -0.03769, 2.93366], [3.71826, 1.29145, 2.09106], [-1.51930, 0.98386, -0.27246], [-0.62090, 0.69974, -3.52005], [1.38587, -1.38165, -4.31439], [2.77143, -3.49522, -2.10882], [3.13903, -4.37771, -1.97473], [1.20603, -0.38200, -0.27588], [-0.39319, 1.82607, 2.17182], [0.51872, 2.00572, 1.89495], [-0.77464, -0.04689, -2.18496], [-3.34572, 0.51283, 2.31012], [-3.48483, 1.87332, -1.46242], [-2.10604, 2.55777, -1.16610], [2.89871, -1.63648, 1.22489], [-0.05847, -3.53356, 2.29863], [-1.97095, 3.09354, 0.58804], [2.33532, -1.17490, -4.30723], [-0.94904, 0.76786, 0.45493], [-2.11862, 1.45646, -2.27337], [-1.20200, -0.97801, 3.14954], [-4.14402, -0.02266, 2.36665], [-0.41488, -0.48461, 2.92216], [-0.65799, -3.01859, 1.73551], [-1.41808, -1.52730, 2.33727], [-0.10424, -2.58027, 1.07238], [-1.21556, 0.10260, -3.04866], [3.51870, -1.75046, 0.50151], [-2.36379, 0.64494, 0.05073], [2.98838, -2.25752, 1.94572], [2.29708, -3.58510, -2.94175]],
  "charge": 1,
  "lumo_ev": -3.02,
  "homo_energy_ev": -13.7,
  "spin_multiplicity": 1
}

Relative energy table, unit eV: version P 1.486; version Q 0.000; version R 2.046

Version P
{
  "formula": "C25H29N3O6",
  "method": "ωB97M-V/def2-TZVPD",
  "elements": ["O", "O", "O", "O", "O", "O", "C", "C", "C", "C", "C", "C", "C", "C", "C", "C", "C", "C", "C", "C", "C", "N", "N", "N", "C", "C", "C", "C", "C", "C", "C", "C", "C", "C", "H", "H", "H", "H", "H", "H", "H", "H", "H", "H", "H", "H", "H", "H", "H", "H", "H", "H", "H", "H", "H", "H", "H", "H", "H", "H", "H", "H", "H"],
  "coordinates": [[1.00801, 3.09416, -4.15244], [0.78931, -1.59996, 2.65089], [-0.25783, -4.00090, -1.03088], [-2.44855, 6.04002, 0.36111], [-1.12940, 7.20567, -1.91202], [-1.26035, 1.69199, -1.19852], [0.15220, 2.70574, -3.36628], [1.57506, -1.11888, 1.84972], [0.07441, -3.31669, -0.06620], [0.83196, -5.30030, 4.75976], [0.15520, -5.72740, 3.60410], [1.99972, -4.52682, 4.64380], [-1.82869, 3.88585, -0.43523], [-0.48693, 5.01581, -2.60569], [0.64026, -5.37189, 2.33325], [2.48229, -4.16723, 3.37322], [-1.80804, 5.27448, -0.58415], [-1.14595, 5.84798, -1.69436], [-1.20776, 3.05462, -1.36685], [-0.52220, 3.62103, -2.45067], [1.79675, -4.57612, 2.21352], [-0.83547, -2.81096, 0.77265], [-0.17138, 1.36391, -3.28338], [1.96020, -1.70756, 0.71408], [2.16445, 0.24608, 2.11936], [-2.27590, -3.03967, 0.68204], [-2.15959, 7.44708, 0.29645], [-2.10419, 7.94141, -1.15305], [0.64651, 0.27793, -3.78755], [-1.27174, 0.95809, -2.43325], [0.36934, -0.81472, -2.76365], [-1.05608, -0.54405, -2.28083], [2.31345, -4.17739, 0.84237], [1.57764, -3.01886, 0.13956], [0.45426, -5.56524, 5.73702], [-0.73790, -6.32911, 3.69179], [2.51878, -4.19689, 5.53190], [-2.34544, 3.44738, 0.41086], [0.04263, 5.45995, -3.44533], [0.11831, -5.70734, 1.44775], [3.37074, -3.55935, 3.29055], [-0.48176, -2.30489, 1.57916], [2.60502, -1.16934, 0.15964], [1.84058, 0.58106, 3.10472], [1.81238, 0.94883, 1.36528], [3.25079, 0.18485, 2.09729], [-2.47449, -4.10614, 0.55716], [-2.76355, -2.69021, 1.59301], [-2.68381, -2.50309, -0.17530], [-2.92991, 7.99943, 0.84210], [-1.19932, 7.64470, 0.78349], [-3.09076, 7.82932, -1.61466], [-1.84800, 9.00481, -1.16663], [1.71247, 0.52901, -3.82256], [0.31807, -0.01882, -4.78944], [-2.22749, 1.13659, -2.93875], [0.47669, -1.81747, -3.18943], [1.06636, -0.71437, -1.92633], [-1.77016, -1.08174, -2.91191], [-1.19889, -0.86350, -1.24563], [3.37166, -3.92363, 0.92025], [2.24948, -5.05570, 0.19810], [1.97653, -3.01153, -0.87499]],
  "lumo_ev": 0.45,
  "homo_energy_ev": -8.3,
  "spin_multiplicity": 1,
  "smiles": "O=C1c2cc3c(cc2O[C@@H]2CCCN12)OCCO3.CNC(=O)[C@H](Cc1ccccc1)NC(C)=O"
}

Version Q
{
  "formula": "C25H29N3O6",
  "method": "ωB97M-V/def2-TZVPD",
  "elements": ["C", "H", "O", "C", "C", "C", "C", "C", "C", "O", "C", "H", "H", "H", "O", "C", "H", "H", "H", "H", "C", "O", "N", "C", "C", "C", "C", "N", "C", "C", "C", "C", "C", "C", "H", "H", "H", "H", "C", "H", "H", "H", "H", "H", "C", "O", "N", "C", "H", "C", "C", "O", "H", "H", "H", "H", "H", "H", "H", "H", "H", "H", "H"],
  "coordinates": [[-6.08527, -0.72623, -1.59294], [-5.86557, -1.64077, -2.14519], [-4.96989, 0.13752, -1.54954], [-3.72743, -0.31060, -1.21729], [-2.71665, 0.61308, -1.47070], [-1.39492, 0.34122, -1.15732], [-1.06071, -0.91602, -0.67014], [-2.04852, -1.85001, -0.39770], [-3.40716, -1.54178, -0.62229], [-4.43184, -2.40349, -0.32117], [-4.34257, -3.19326, 0.84828], [-5.37241, -3.44882, 1.10172], [-3.77225, -4.10699, 0.67274], [-3.89038, -2.63837, 1.67338], [-1.76447, -3.09049, 0.08728], [-0.49105, -3.30469, 0.66432], [0.28781, -3.37763, -0.10116], [-0.56665, -4.25774, 1.18582], [-0.24165, -2.51250, 1.37570], [-0.02833, -1.18135, -0.52609], [-0.38416, 1.40005, -1.40370], [-0.51120, 2.23993, -2.27930], [0.71725, 1.41528, -0.60036], [0.97412, 0.67511, 0.56438], [2.17351, 0.12021, 0.82404], [3.32468, 0.10145, -0.02994], [3.41672, 0.35783, -1.38298], [4.69574, 0.20369, -1.81627], [5.48071, -0.15491, -0.75227], [6.84399, -0.41690, -0.69233], [7.37197, -0.76446, 0.53259], [6.56833, -0.84927, 1.67218], [5.21705, -0.58797, 1.61817], [4.65560, -0.23752, 0.39282], [4.60529, -0.65369, 2.50504], [7.02275, -1.12441, 2.61243], [8.42775, -0.97535, 0.61607], [7.46795, -0.35131, -1.57097], [5.15464, 0.38076, -3.16352], [5.91051, 1.16889, -3.21020], [5.59440, -0.54492, -3.54330], [4.31551, 0.65922, -3.79850], [2.64209, 0.59508, -2.08730], [2.28596, -0.35461, 1.78810], [-0.12231, 0.57303, 1.57652], [-0.25097, -0.39900, 2.30483], [-0.91560, 1.65575, 1.62727], [-2.10758, 1.74694, 2.43343], [-2.31073, 0.74843, 2.82891], [-3.28148, 2.25769, 1.59589], [-3.05535, 3.68953, 1.09566], [-1.94780, 3.82611, 0.23162], [-2.13556, 3.40752, -0.61810], [-2.83714, 4.34610, 1.94295], [-3.96810, 4.05144, 0.60538], [-4.18554, 2.24741, 2.20567], [-3.43218, 1.59291, 0.74288], [-1.93347, 2.42744, 3.27646], [-0.75023, 2.45267, 1.02379], [1.43699, 2.07151, -0.88350], [-2.98833, 1.55639, -1.91781], [-6.43659, -0.98456, -0.59175], [-6.85927, -0.16057, -2.11269]],
  "lumo_ev": 0.55,
  "homo_energy_ev": -7.6,
  "spin_multiplicity": 1,
  "smiles": "COc1cc(C(=O)N/C(=C\\c2cn(C)c3ccccc23)C(=O)NCCCO)cc(OC)c1OC"
}

Relative energy table, unit eV: version P 0.000; version Q 1.504